Record 1
The following is a quantum chemistry calculation of an isolated ion of composition CH2N5 and charge -1 in a non-equilibrium geometry, from the OMol25 dataset.

Calculated values
HOMO-LUMO gap = 9.34 eV
Energy relative to the best compared isomer or geometry (same formula, charge and spin) = 5.5 kcal per mole
LUMO level = 4.7 eV
E_HOMO = -4.640 eV
Total charge = -1
2S+1 = 1

Structure (XYZ):
```
8
Properties=species:S:1:pos:R:3:forces:R:3:nbo_charge:R:1
C 0.800233 0.111189 1.303606 -1.25 -1.44 -6.36 0.4158
N 2.030647 0.486775 1.518469 0.75 -0.30 -0.25 -0.4349
N 0.041515 0.016954 2.318087 -1.51 0.12 2.14 -0.4549
N 2.029089 0.601526 2.846961 1.70 1.30 0.59 -0.1607
N 0.874573 0.388485 3.337916 -1.14 -0.86 0.27 -0.1803
N 0.265675 -0.380489 -0.165385 0.85 1.24 2.97 -0.8724
H 0.173741 0.426171 -0.791442 0.31 -0.11 0.49 0.3399
H -0.700600 -0.657711 0.020474 0.29 0.05 0.15 0.3474
```
Forces are in eV/Å.

Record 2
The following is a quantum chemistry calculation of a 2-piece molecular cluster, C15H15BBr2Cl3F9NO4 overall in a non-equilibrium geometry, from the OMol25 dataset.

Calculated values
HOMO-LUMO gap = 8.52 eV
LUMO level = -4.7 eV
E_HOMO = -13.175 eV
Total charge = +1
2S+1 = 1

Structure (XYZ):
```
50
Properties=species:S:1:pos:R:3:forces:R:3:nbo_charge:R:1
C -0.785328 -3.224294 1.305705 -0.37 -0.08 -0.21 -1.0288
B -1.365757 -1.779690 1.359658 0.54 -0.09 0.13 1.0319
O -1.837333 -1.349962 2.566066 -0.16 0.23 -0.30 -0.8524
C -1.468411 -0.909684 -0.008871 -0.68 -0.09 0.03 -0.5903
C -2.972956 -0.581487 -0.237669 0.30 -0.44 1.10 -0.2317
N -3.039719 0.795392 0.312850 -0.01 -0.02 -0.20 -0.4171
C -1.896499 1.354421 0.432074 -0.11 0.23 0.07 0.3161
C -0.802805 0.485726 -0.105696 0.19 -0.34 -0.29 -0.1757
C 0.580991 0.699523 0.542176 -0.10 0.31 0.05 -0.4356
C 0.577378 0.887727 2.067481 0.29 -0.19 -0.13 -0.4817
C 1.681034 0.072530 2.727666 0.10 0.25 0.12 0.2687
F 1.559308 -1.235084 2.354283 0.03 0.14 0.00 -0.3437
Br 3.398372 0.718838 2.075953 -0.08 -0.13 0.00 0.0750
C 1.617521 0.195291 4.304709 -0.03 -0.46 0.21 0.5916
F 2.746877 0.661243 4.836233 -0.14 0.08 -0.13 -0.3019
F 0.633743 1.066807 4.624925 0.16 0.01 0.02 -0.3303
Br 1.223404 -1.501467 5.163963 -0.04 0.21 -0.12 0.0590
C -0.674846 1.101663 -1.539551 -0.05 -0.54 0.04 0.5554
O -0.734542 2.287483 -1.640706 -0.24 0.29 -0.20 -0.4561
C -0.466449 0.272704 -2.855762 0.12 0.30 -0.28 0.5589
F -0.849847 1.069876 -3.856976 -0.02 -0.12 0.09 -0.2739
F -1.259603 -0.831229 -2.887801 0.06 0.03 0.14 -0.3238
C 1.035758 -0.110475 -3.094321 -0.06 -0.09 0.07 0.5881
F 1.390767 0.199734 -4.331796 0.07 0.06 -0.11 -0.2643
F 1.776196 0.653218 -2.246189 -0.07 -0.02 0.11 -0.3122
C 1.403204 -1.586044 -2.806242 0.72 -0.01 -0.13 0.5477
F 2.753385 -1.661093 -2.852144 -0.21 0.01 0.04 -0.2872
F 1.020131 -1.884125 -1.539871 -0.11 0.07 -0.01 -0.3199
C 0.848437 -2.601770 -3.818741 -0.14 -0.09 -0.18 0.7197
O 0.418296 -2.285362 -4.885458 -0.16 0.02 0.18 -0.5121
O 0.944061 -3.840364 -3.338309 -0.44 0.15 0.27 -0.6483
H -0.791855 -3.641313 0.298170 0.10 -0.03 -0.03 0.2308
H -1.361709 -3.892244 1.946215 0.09 -0.03 0.13 0.2590
H 0.246488 -3.238495 1.658818 0.07 0.03 0.06 0.2794
H -2.190980 -0.455351 2.574056 -0.05 -0.05 0.22 0.4738
H -1.161592 -1.604873 -0.774159 0.31 0.18 -0.26 0.2843
H -3.597752 -1.197567 0.410165 -0.23 -0.04 -0.23 0.2361
H -3.342702 -0.656089 -1.256556 0.07 0.37 -0.15 0.2494
H -3.921944 1.236767 0.549796 0.05 0.14 0.00 0.4510
H -1.766236 2.359208 0.818186 -0.11 0.02 -0.03 0.2693
H 1.005796 1.605576 0.110449 0.07 -0.11 -0.03 0.2648
H 1.220298 -0.121379 0.230957 0.01 -0.12 0.07 0.2620
H 0.776498 1.928478 2.314701 -0.19 0.05 0.00 0.2609
H -0.365363 0.605698 2.530207 -0.05 -0.08 0.05 0.2154
H 0.328204 -4.396766 -3.843481 0.37 -0.14 -0.20 0.5146
C 1.462391 4.957148 -0.100060 0.23 -0.01 -0.04 -0.2765
Cl 2.873173 5.430224 0.827846 -0.04 -0.01 0.00 0.0579
Cl 1.870841 3.720917 -1.287810 0.11 0.13 0.04 0.0348
Cl 0.173784 4.396483 0.993163 -0.07 0.03 0.04 -0.0323
H 1.087892 5.823532 -0.628300 -0.06 0.00 0.01 0.2404
```
Forces are in eV/Å.